# 1
Molecular formula: C6H11N2O3
Method: DFT, the ωB97M-V functional and the def2-TZVPD basis

## Properties
**ΔE to the lowest compared entry with this formula, charge and spin**: 5.213 eV
**Gap between HOMO and LUMO (alpha / beta)**: 6.272 / 5.893 eV
**HOMO level (alpha / beta)**: -2.4 / -2.1 eV
**Net charge**: -1

Last column: Löwdin charge in e.
Element x y z (Å)
C1 -0.58 1.84 0.13  -0.22
C2 -1.59 0.73 -0.04  -0.18
C3 0.65 1.33 0.86  -0.20
C4 -0.94 -0.38 -0.91  -0.13
C5 1.37 0.32 -0.05  -0.08
C6 0.33 -0.87 -0.28  -0.40
N1 -0.22 -1.40 1.08  -0.13
N2 0.94 -1.97 -0.93  -0.33
O1 0.67 -1.39 2.09  -0.32
O2 0.06 -2.74 -1.49  -0.06
O3 2.14 -2.21 -0.76  0.03
H1 -0.19 2.34 -0.81  0.11
H2 -0.94 2.73 0.67  0.10
H3 -1.90 0.36 0.88  0.08
H4 -2.49 0.99 -0.63  0.11
H5 1.29 2.10 1.09  0.08
H6 0.32 0.80 1.64  0.05
H7 -1.60 -1.09 -1.04  0.04
H8 -0.59 0.08 -1.86  0.14
H9 1.66 0.85 -1.00  0.13
H10 2.17 -0.12 0.45  0.07
H11 -0.58 -2.30 0.89  0.08

# 2
Molecular formula: C3H5ClO2S
Method: DFT, the ωB97M-V functional and the def2-TZVPD basis

## Properties
**ΔE to the lowest compared entry with this formula, charge and spin**: 5.193 eV
**Gap between HOMO and LUMO (alpha / beta)**: 7.661 / 7.790 eV
**HOMO level (alpha / beta)**: -9.4 / -9.3 eV
**Net charge**: 0

Last column: Löwdin charge in e.
Element x y z (Å)
C1 0.52 0.05 0.18  -0.21
C2 0.86 -1.17 -0.50  -0.19
C3 -1.54 -0.03 0.91  -0.54
O1 0.58 2.69 0.46  -0.37
O2 1.92 1.76 -1.25  -0.36
S1 0.69 1.66 -0.52  0.70
Cl1 -2.46 -1.26 0.19  0.62
H1 0.97 -1.94 0.26  0.09
H2 1.74 -1.37 -1.26  0.14
H3 -0.08 -1.44 -0.99  0.04
H4 -1.40 0.11 2.03  0.07
H5 -1.77 0.95 0.49  0.01

# 3
Molecular formula: C4H5NS2
Method: DFT, the ωB97M-V functional and the def2-TZVPD basis

## Properties
**ΔE to the lowest compared entry with this formula, charge and spin**: 2.660 eV
**Gap between HOMO and LUMO**: 8.069 eV
**HOMO level**: -8.3 eV
**Net charge**: 0

Last column: Löwdin charge in e.
Element x y z (Å)
C1 1.60 0.07 -0.25  -1.13
C2 -0.70 1.36 0.29  -0.31
C3 -0.81 -0.24 0.36  -0.28
C4 0.53 -0.92 0.02  -0.35
H1 -1.36 1.62 -0.61  0.08
H2 -0.88 2.13 0.99  0.04
H3 -1.51 -0.84 0.91  0.12
H4 -1.16 -1.93 -1.01  0.15
H5 0.71 -1.85 0.66  0.16
N1 -0.64 -0.96 -0.91  0.01
S1 3.22 -0.09 -0.03  0.62
S2 1.01 1.66 -0.45  0.89

# 4
Molecular formula: C24H41O3P2
Method: DFT, the ωB97M-V functional and the def2-TZVPD basis

## Properties
**Gap between HOMO and LUMO**: 5.734 eV
**HOMO level**: -3.5 eV
**Net charge**: -1

Last column: Löwdin charge in e.
Element x y z (Å)
C1 4.86 1.89 1.09  -0.15
C2 3.38 1.44 1.71  -0.27
C3 2.26 1.71 0.55  -0.53
C4 1.40 3.05 1.00  -0.17
P1 1.18 0.20 0.11  0.21
C5 0.20 0.28 1.79  -0.37
C6 -1.29 0.87 1.41  -0.30
C7 -2.42 0.70 2.59  -0.22
C8 -3.95 1.04 2.14  -0.18
C9 -4.11 2.26 1.05  -0.19
O1 -5.21 3.21 1.39  -0.14
C10 -5.61 3.74 0.04  -0.29
C11 -6.86 2.93 -0.69  -0.03
O2 -4.98 4.78 -0.55  -0.03
P2 2.08 -0.06 -1.87  0.65
C12 0.87 -1.25 -2.82  -0.40
O3 2.04 1.41 -2.82  -0.47
H1 5.22 1.14 0.27  0.07
H2 5.66 2.14 1.91  0.06
H3 4.64 2.91 0.51  0.07
H4 3.18 2.23 2.59  0.10
H5 3.38 0.36 2.16  0.07
H6 2.86 2.05 -0.43  0.08
H7 0.53 3.16 0.20  0.06
H8 0.90 2.97 2.06  0.06
H9 2.08 4.03 1.04  0.08
H10 0.18 1.07 -0.46  -0.04
H11 0.36 -0.98 -0.20  -0.06
H12 2.13 -0.74 0.71  -0.05
H13 0.77 0.86 2.62  0.07
H14 0.02 -0.84 2.18  0.08
H15 -1.69 0.34 0.42  0.11
H16 -1.19 2.01 1.17  0.07
H17 -2.36 -0.42 2.99  0.11
H18 -2.16 1.41 3.50  0.11
H19 -4.61 1.36 3.09  0.12
H20 -4.53 0.10 1.68  0.11
H21 -3.15 2.91 0.88  0.14
H22 -4.40 1.76 0.01  0.13
H23 -7.84 3.43 -0.29  0.09
H24 -6.83 1.83 -0.24  0.10
H25 -6.77 2.91 -1.86  0.10
H26 -0.22 -1.15 -2.37  0.01
H27 1.27 -2.35 -2.87  0.03
H28 0.82 -0.83 -3.93  0.03
H29 1.21 1.95 -2.63  0.04
C13 5.30 -2.64 4.81  -0.11
C14 4.33 -2.34 3.85  -0.09
C15 4.50 -2.76 2.53  -0.08
C16 5.63 -3.50 2.18  -0.09
C17 6.59 -3.81 3.14  -0.11
C18 6.43 -3.38 4.45  -0.11
H30 5.17 -2.30 5.83  0.09
H31 3.45 -1.76 4.13  0.10
H32 3.75 -2.52 1.78  0.09
H33 5.76 -3.84 1.15  0.10
H34 7.47 -4.39 2.86  0.09
H35 7.18 -3.61 5.20  0.09
C19 -2.45 -2.86 -4.25  -0.09
C20 -2.71 -3.51 -5.45  -0.10
C21 -3.50 -2.90 -6.43  -0.11
C22 -4.02 -1.63 -6.20  -0.11
C23 -3.77 -0.97 -5.00  -0.10
C24 -2.99 -1.59 -4.02  -0.09
H36 -1.84 -3.33 -3.49  0.10
H37 -2.29 -4.50 -5.63  0.10
H38 -3.70 -3.42 -7.36  0.09
H39 -4.64 -1.16 -6.97  0.09
H40 -4.18 0.02 -4.83  0.10
H41 -2.79 -1.08 -3.08  0.10

# 5
Molecular formula: C6H9N2O2
Method: DFT, the ωB97M-V functional and the def2-TZVPD basis

## Properties
**ΔE to the lowest compared entry with this formula, charge and spin**: 0.806 eV
**Gap between HOMO and LUMO**: 8.391 eV
**HOMO level**: -4.7 eV
**Net charge**: -1

Last column: Löwdin charge in e.
Element x y z (Å)
C1 -1.58 0.79 3.01  -0.08
C2 -1.35 0.99 1.56  -0.38
C3 -1.87 1.15 -0.52  -0.21
C4 -0.19 1.23 0.88  -0.10
N1 -2.41 0.96 0.67  0.06
N2 -0.52 1.37 -0.43  0.03
H1 -2.37 1.03 -1.46  0.10
H2 -1.54 -0.27 3.29  0.06
H3 -2.46 1.25 3.49  0.06
H4 0.11 0.97 -1.19  0.12
H5 0.81 1.51 1.18  0.11
H6 -0.87 1.32 3.65  0.06
C5 2.43 -2.29 -1.89  -0.05
C6 1.50 -1.06 -2.27  -0.74
O1 1.43 -0.21 -1.34  -0.12
O2 1.12 -1.00 -3.44  -0.07
H7 1.81 -3.20 -1.94  0.05
H8 2.59 -2.23 -0.81  0.04
H9 3.36 -2.31 -2.43  0.05

| no. | total energy (a.u.) | F_max (eV/A) |
| --- | --- | --- |
| 1 | -570.28372 | 6.234 |
| 2 | -1125.96375 | 4.302 |
| 3 | -1006.45576 | 5.304 |
| 4 | -1847.21302 | 9.150 |
| 5 | -494.09307 | 2.146 |